{"formula": "C4H9NO", "method": "the ωB97M-V functional and the def2-TZVPD basis", "species": ["C", "C", "C", "O", "N", "C", "H", "H", "H", "H", "H", "H", "H", "H", "H"], "coordinates": [[-2.269146, 0.277344, 0.491797], [-1.218504, -0.455917, -0.338795], [0.163844, -0.321007, 0.283391], [0.358967, -0.544241, 1.468571], [1.156701, 0.053038, -0.572009], [2.527112, 0.215369, -0.139207], [-3.278702, 0.054321, 0.133255], [-2.122468, 1.361833, 0.443759], [-2.189159, -0.029399, 1.537863], [-1.449205, -1.527888, -0.361924], [-1.225256, -0.104276, -1.377940], [0.920569, 0.251667, -1.530425], [2.903967, 1.208842, -0.403967], [3.183685, -0.543499, -0.580502], [2.537599, 0.103815, 0.946128]], "forces_ev_per_angstrom": [[-0.048, 0.038, 0.070], [-0.032, -0.041, -0.043], [-0.006, -0.019, 0.071], [-0.038, 0.066, -0.356], [-0.114, 0.000, -0.006], [0.156, 0.020, 0.073], [0.151, 0.031, 0.046], [-0.012, -0.151, 0.013], [-0.036, 0.043, -0.148], [0.058, 0.129, 0.014], [0.041, -0.042, 0.154], [-0.016, -0.066, 0.144], [-0.048, -0.145, 0.050], [-0.105, 0.109, 0.067], [0.050, 0.026, -0.149]], "homo_ev": -9.7, "de_lowest_kcal_mol": 6.2, "spin_multiplicity": 1, "homo_lumo_gap_ev": 10.591}


{"formula": "C4H9NO", "method": "the ωB97M-V functional and the def2-TZVPD basis", "species": ["C", "C", "O", "H", "H", "H", "H", "C", "N", "C", "H", "H", "H", "H", "H"], "coordinates": [[-1.922998, 0.631546, -3.244966], [-1.006528, -0.150197, -2.619794], [-0.604075, 0.167694, -1.362616], [-2.018967, 0.375603, -4.291019], [-2.678470, 0.951124, -2.518853], [-0.441446, -1.072967, -3.040696], [0.372207, 0.190794, -1.356839], [2.262617, -0.207735, 2.104976], [1.355807, 0.596144, 2.471133], [0.075900, -0.014362, 2.478663], [3.232481, -0.033928, 2.750173], [2.209790, -0.914365, 1.355780], [-0.571353, 0.422388, 3.252232], [-0.479239, 0.127606, 1.466511], [0.214272, -1.069343, 2.555314]], "forces_ev_per_angstrom": [[0.858, -2.884, 1.108], [0.941, -0.039, -1.549], [0.495, -0.287, 0.996], [-0.949, 0.221, 0.043], [0.256, 1.210, -0.871], [-0.832, 1.961, 0.157], [-0.756, -0.173, 0.131], [3.039, 3.695, 3.356], [0.831, -0.863, 1.442], [-2.782, 0.915, -3.166], [-1.004, -0.285, -2.375], [-0.469, -2.364, -1.096], [0.336, -0.342, -0.168], [0.585, 0.002, 1.462], [-0.546, -0.767, 0.529]], "homo_ev": -9.1, "de_lowest_kcal_mol": 111.2, "spin_multiplicity": 1, "homo_lumo_gap_ev": 9.753}


{"formula": "C4H9NO", "method": "the ωB97M-V functional and the def2-TZVPD basis", "species": ["C", "C", "N", "C", "C", "O", "H", "H", "H", "H", "H", "H", "H", "H", "H"], "coordinates": [[1.613535, -0.213131, -0.540189], [0.212915, 0.309425, -0.399817], [-0.478435, 0.121041, -1.680262], [-0.537721, -0.517919, 0.630456], [-1.331396, 0.106187, 1.708048], [-0.028750, -0.411324, 1.960611], [2.188803, 0.407919, -1.230732], [2.099145, -0.268517, 0.428909], [1.545330, -1.213416, -0.976708], [0.255579, 1.361461, -0.005962], [-1.343749, 0.697215, -1.682522], [0.131342, 0.449875, -2.434887], [-0.785603, -1.552766, 0.321915], [-1.430485, 1.208100, 1.703626], [-2.110510, -0.484150, 2.197515]], "forces_ev_per_angstrom": [[0.161, -0.332, -0.272], [-0.558, 0.135, 0.470], [-0.514, 1.158, 0.009], [-0.063, -0.348, 0.298], [-0.025, -0.005, -0.263], [0.071, 0.233, -0.087], [0.091, 0.021, 0.142], [0.177, 0.050, 0.009], [0.179, -0.038, 0.094], [-0.148, -0.608, -0.457], [0.856, -0.591, -0.251], [-0.462, -0.050, 0.244], [0.176, 0.661, 0.100], [0.049, -0.681, 0.181], [0.011, 0.395, -0.216]], "homo_ev": -9.7, "de_lowest_kcal_mol": 47.9, "spin_multiplicity": 1, "homo_lumo_gap_ev": 10.794}


{"formula": "C4H9NO", "method": "the ωB97M-V functional and the def2-TZVPD basis", "species": ["C", "N", "C", "C", "C", "O", "H", "H", "H", "H", "H", "H", "H", "H", "H"], "coordinates": [[1.183837, 0.761467, -0.106057], [0.263207, -0.320576, -0.388860], [-0.247435, -0.294064, -1.753506], [-0.779821, -0.176033, 0.601734], [-0.385123, -0.707879, 1.961741], [-1.198907, -1.018295, 2.797863], [0.563426, 1.664192, 0.159438], [1.875787, 0.923857, -0.939778], [1.765022, 0.535314, 0.796087], [0.595383, -0.339399, -2.451720], [-0.877455, -1.173292, -1.932899], [-0.842849, 0.607686, -1.987330], [-1.716383, -0.660299, 0.301115], [-0.906131, 0.940396, 0.766672], [0.707441, -0.743073, 2.175500]], "forces_ev_per_angstrom": [[0.120, 0.371, 0.089], [0.030, -0.046, 0.116], [-0.012, -0.025, -0.069], [-0.275, 0.301, 0.183], [-0.300, -0.027, 0.296], [0.431, 0.061, -0.315], [0.919, -0.099, -0.633], [-0.187, 0.127, 0.229], [0.016, 0.047, -0.235], [-0.156, 0.011, 0.131], [0.117, 0.177, 0.092], [0.110, -0.066, 0.098], [0.157, 0.233, 0.080], [-0.742, -0.911, -0.026], [-0.228, -0.155, -0.037]], "homo_ev": -9.1, "de_lowest_kcal_mol": 46.4, "spin_multiplicity": 1, "homo_lumo_gap_ev": 10.063}


{"formula": "C4H9NO", "method": "the ωB97M-V functional and the def2-TZVPD basis", "species": ["C", "N", "C", "C", "C", "O", "H", "H", "H", "H", "H", "H", "H", "H", "H"], "coordinates": [[0.510472, 0.404389, -2.650240], [0.212879, -0.266059, -1.404888], [0.730109, 0.414831, -0.212200], [-0.463240, 0.646214, 0.731170], [-0.639699, -0.614401, 1.505349], [-0.577000, -0.724999, 2.716973], [0.171613, -0.240201, -3.465300], [1.616539, 0.471332, -2.768155], [-0.068370, 1.381092, -2.628792], [0.491571, -1.222992, -1.411773], [1.072929, 1.387815, -0.560222], [1.593023, -0.263775, 0.275343], [-0.304348, 1.509430, 1.347955], [-1.241846, 1.026265, 0.064894], [-0.983272, -1.528797, 0.978749]], "forces_ev_per_angstrom": [[0.042, 0.025, 0.200], [-0.276, -0.032, 0.484], [0.769, -1.527, -0.010], [1.058, 0.583, -0.394], [-2.004, -0.483, 1.443], [0.502, 0.528, -0.907], [-0.232, 0.354, -0.049], [-0.563, 0.787, -0.212], [1.109, -0.975, -0.477], [0.199, -0.518, -0.195], [0.599, -0.027, 0.385], [-1.670, 1.934, -0.863], [0.465, 0.101, 1.008], [-0.478, -0.990, 0.121], [0.480, 0.238, -0.534]], "homo_ev": -8.9, "de_lowest_kcal_mol": 52.0, "spin_multiplicity": 1, "homo_lumo_gap_ev": 9.829}


{"formula": "C4H9NO", "method": "the ωB97M-V functional and the def2-TZVPD basis", "species": ["C", "O", "C", "C", "N", "C", "H", "H", "H", "H", "H", "H", "H", "H", "H"], "coordinates": [[1.708525, 0.735429, -0.752807], [0.876507, 1.282229, 0.249673], [-0.228234, 0.531837, 0.679906], [-1.444125, 0.216426, -0.267420], [-1.516687, -1.091058, 0.382232], [-0.118771, -0.997485, 0.841099], [1.121530, 0.433582, -1.689016], [2.364849, -0.130095, -0.352066], [2.365112, 1.627874, -1.074613], [-0.568554, 0.988608, 1.622742], [-2.334990, 0.864984, -0.101243], [-1.144320, 0.193120, -1.346820], [-1.732228, -1.852255, -0.236417], [0.620309, -1.426472, 0.169923], [0.031077, -1.376724, 1.874827]], "forces_ev_per_angstrom": [[0.855, 0.427, -0.923], [-0.110, -0.045, 0.045], [-0.150, -0.282, -0.184], [0.175, 1.151, 0.025], [-0.035, -0.176, 0.016], [-0.189, -0.099, 1.056], [0.766, 0.084, 1.270], [-1.027, 1.330, -0.783], [-0.775, -1.615, 0.519], [0.105, -0.057, -0.486], [0.540, -0.462, -0.408], [-0.273, 0.079, 0.746], [-0.023, -0.308, -0.099], [0.065, -0.173, -0.152], [0.077, 0.145, -0.642]], "homo_ev": -9.2, "de_lowest_kcal_mol": 63.2, "spin_multiplicity": 1, "homo_lumo_gap_ev": 10.148}


{"formula": "C4H9NO", "method": "the ωB97M-V functional and the def2-TZVPD basis", "species": ["C", "C", "C", "C", "O", "N", "H", "H", "H", "H", "H", "H", "H", "H", "H"], "coordinates": [[-0.397063, -1.779714, 0.205510], [-0.380035, -0.353393, -0.263488], [-1.228600, 1.718111, 0.198856], [0.796146, 0.416998, -0.203728], [0.654035, 1.681582, -0.231972], [2.039209, -0.109897, -0.087276], [0.065922, -1.874524, 1.194577], [0.132614, -2.462865, -0.480025], [-1.425247, -2.144501, 0.291153], [-0.895035, -0.155764, -1.200631], [-1.123758, 2.736435, -0.168421], [-2.156667, 1.279370, -0.161166], [-1.127299, 1.620667, 1.271928], [2.202266, -1.065569, -0.356517], [2.843511, 0.493068, -0.008804]], "forces_ev_per_angstrom": [[-0.012, -0.112, 0.085], [0.074, 0.054, -0.134], [-0.541, 0.178, 0.216], [0.139, 0.231, -0.057], [0.412, -0.228, -0.059], [0.059, 0.001, -0.017], [-0.065, -0.022, -0.135], [-0.101, -0.003, 0.091], [0.130, -0.015, -0.030], [-0.041, -0.048, 0.063], [0.027, -0.146, 0.039], [0.182, -0.023, 0.000], [0.027, 0.063, -0.113], [-0.057, 0.063, 0.039], [-0.232, 0.008, 0.011]], "homo_ev": -7.2, "de_lowest_kcal_mol": 103.5, "spin_multiplicity": 1, "homo_lumo_gap_ev": 7.902}


{"formula": "C4H9NO", "method": "the ωB97M-V functional and the def2-TZVPD basis", "species": ["C", "C", "N", "H", "H", "H", "H", "H", "C", "C", "O", "H", "H", "H", "H"], "coordinates": [[0.774366, -2.424646, -0.063526], [-0.157212, -1.771644, -0.748580], [-1.266422, -1.026104, -0.269481], [1.200093, -2.234550, 0.931337], [1.437842, -2.929516, -0.778307], [-0.194493, -2.019340, -1.806340], [-1.419179, -1.305777, 0.694172], [-2.101537, -1.211690, -0.805028], [1.058797, 2.266950, 0.805166], [-0.025210, 1.577251, 0.428305], [-0.832555, 2.035204, -0.607771], [1.720688, 1.840827, 1.551777], [1.101290, 3.316017, 0.514980], [-0.734054, 0.959033, 1.001697], [-0.562413, 2.927985, -0.848401]], "forces_ev_per_angstrom": [[1.824, 0.515, -0.725], [-1.697, -0.593, 0.117], [0.864, -0.771, 0.187], [-0.866, -0.262, -0.242], [0.069, -0.049, 0.763], [-0.158, 0.401, -0.013], [-0.225, 0.290, -0.084], [0.023, 0.109, -0.075], [-0.661, -0.808, 0.499], [-1.804, 1.938, 0.002], [0.093, 0.033, 0.469], [-0.192, 0.453, 0.139], [0.801, -0.380, -0.495], [1.715, -0.859, -0.316], [0.214, -0.018, -0.228]], "homo_ev": -8.6, "de_lowest_kcal_mol": 81.2, "spin_multiplicity": 1, "homo_lumo_gap_ev": 9.590}


{"formula": "C4H9NO", "method": "the ωB97M-V functional and the def2-TZVPD basis", "species": ["C", "C", "C", "N", "C", "O", "H", "H", "H", "H", "H", "H", "H", "H", "H"], "coordinates": [[1.584396, -0.018977, -0.898383], [0.540912, 0.969885, -0.391846], [-0.095669, 0.526610, 0.933078], [-0.814255, -0.756865, 0.860441], [-1.939237, -1.051525, 0.162703], [-2.611962, -0.337542, -0.547251], [2.015029, 0.299868, -1.853085], [2.406694, -0.125828, -0.179611], [1.134643, -1.006198, -1.045944], [-0.252765, 1.111510, -1.133527], [1.005838, 1.955748, -0.241225], [-0.782234, 1.309223, 1.280322], [0.689357, 0.440548, 1.696299], [-0.528682, -1.619910, 1.296088], [-2.153124, -2.129622, 0.365996]], "forces_ev_per_angstrom": [[0.030, -0.070, -0.022], [-0.081, -0.030, -0.019], [-0.027, 0.024, 0.011], [-0.172, -0.047, -0.188], [-0.113, -0.069, -0.072], [0.310, -0.017, 0.267], [-0.089, -0.038, 0.147], [-0.116, 0.006, -0.100], [0.095, 0.097, -0.018], [0.100, -0.075, 0.086], [-0.149, -0.219, 0.076], [-0.011, -0.262, -0.081], [-0.240, -0.181, -0.129], [0.866, 0.602, 0.418], [-0.403, 0.278, -0.378]], "homo_ev": -9.9, "de_lowest_kcal_mol": 14.6, "spin_multiplicity": 1, "homo_lumo_gap_ev": 10.704}


{"formula": "C4H9NO", "method": "the ωB97M-V functional and the def2-TZVPD basis", "species": ["C", "C", "O", "C", "C", "N", "H", "H", "H", "H", "H", "H", "H", "H", "H"], "coordinates": [[-1.881286, -0.081140, -0.168551], [-0.605525, 0.746382, -0.081747], [-0.419188, 1.276799, 1.210150], [0.574841, -0.110371, -0.494454], [1.973446, 0.237422, -0.214201], [1.122892, -0.947444, 0.542359], [-2.729299, 0.501494, 0.197207], [-2.084722, -0.396175, -1.198989], [-1.783088, -0.982848, 0.449123], [-0.665429, 1.611264, -0.753274], [-0.216919, 0.520579, 1.781632], [0.413804, -0.675314, -1.411968], [2.107068, 0.174228, 0.895912], [2.671001, -0.164192, -0.957706], [1.522629, -1.821306, 0.242319]], "forces_ev_per_angstrom": [[-0.122, -0.018, 0.013], [-0.132, -0.057, -0.223], [0.024, -0.171, 0.212], [-0.421, -0.299, 0.069], [-0.009, -1.333, 0.859], [-0.550, -1.007, -0.383], [0.057, -0.074, -0.052], [0.031, 0.066, 0.143], [-0.028, 0.132, -0.065], [0.019, -0.144, 0.062], [0.035, 0.150, -0.008], [0.095, 0.416, -0.185], [1.347, 2.578, -0.620], [0.097, 0.187, 0.626], [-0.442, -0.425, -0.447]], "homo_ev": -9.7, "de_lowest_kcal_mol": 91.2, "spin_multiplicity": 1, "homo_lumo_gap_ev": 10.637}


{"formula": "C4H9NO", "method": "the ωB97M-V functional and the def2-TZVPD basis", "species": ["C", "C", "N", "C", "C", "O", "H", "H", "H", "H", "H", "H", "H", "H", "H"], "coordinates": [[-1.533338, 0.699363, 0.367695], [-0.840281, -0.165665, -0.660690], [0.304713, 0.470610, -1.326237], [0.515172, -0.720592, -0.485431], [1.250417, -0.596414, 0.839312], [1.501866, 0.733897, 1.226872], [-2.153794, 0.103568, 1.045615], [-0.817003, 1.274373, 0.963735], [-2.182313, 1.405526, -0.162414], [-1.502874, -0.791767, -1.260821], [0.323966, 0.211754, -2.310769], [0.771725, -1.622808, -1.038447], [2.176384, -1.195194, 0.822743], [0.585154, -1.045942, 1.590038], [1.587231, 1.245756, 0.408452]], "forces_ev_per_angstrom": [[-0.047, -0.046, -0.014], [-0.247, -0.022, 0.099], [0.056, -0.132, -0.132], [0.208, -0.127, -0.044], [-0.174, -0.235, 0.020], [0.147, 0.117, -0.195], [0.068, 0.043, -0.102], [-0.121, -0.205, -0.164], [0.030, -0.088, 0.151], [0.069, 0.324, -0.085], [0.184, 0.105, 0.216], [-0.238, -0.023, 0.182], [-0.139, 0.226, -0.074], [0.269, 0.087, 0.058], [-0.065, -0.023, 0.085]], "homo_ev": -9.7, "de_lowest_kcal_mol": 46.3, "spin_multiplicity": 1, "homo_lumo_gap_ev": 10.676}


{"formula": "C4H9NO", "method": "the ωB97M-V functional and the def2-TZVPD basis", "species": ["N", "C", "C", "O", "C", "C", "H", "H", "H", "H", "H", "H", "H", "H", "H"], "coordinates": [[1.950521, 0.091701, 0.212635], [0.860108, -0.497170, -0.467534], [-0.354178, 0.260076, -0.252404], [0.089409, 1.621708, -0.239142], [-1.770177, -0.053289, -0.565633], [-1.372956, -0.041093, 0.847872], [2.872522, -0.071809, -0.259339], [2.055554, -0.209720, 1.272758], [1.117024, -0.599899, -1.619021], [0.606309, -1.564428, -0.138210], [1.030751, 1.561931, 0.199170], [-2.425484, 0.656005, -0.989435], [-1.835579, -1.112310, -0.911289], [-1.553598, 0.841952, 1.389426], [-1.270233, -0.883651, 1.520153]], "forces_ev_per_angstrom": [[3.240, -0.674, 3.012], [-0.191, -4.656, -2.807], [-0.290, 3.228, 1.610], [0.262, 0.320, 0.387], [1.046, -2.677, -0.797], [1.230, 0.071, 0.870], [-1.400, 0.144, 0.793], [-0.371, 0.635, -3.036], [-0.439, 0.450, 2.198], [0.696, 0.939, -0.444], [-2.167, -0.003, -1.218], [-0.553, 0.645, -0.359], [-0.384, 1.042, -0.245], [-0.421, 1.019, 0.547], [-0.258, -0.481, -0.512]], "homo_ev": -8.7, "de_lowest_kcal_mol": 66.4, "spin_multiplicity": 1, "homo_lumo_gap_ev": 9.580}